This record from the Open Molecules 2025 dataset describes a single C15H12BrN3S molecule at a distorted geometry. The level of theory is ωB97M-V/def2-TZVPD.

```
32
Properties=species:S:1:pos:R:3
Br -5.677 3.519 -0.744
C -3.805 3.296 -0.997
C -3.076 4.512 -0.879
N -1.752 4.469 -0.947
C -1.176 3.290 -1.196
N 0.190 3.142 -1.593
C 0.473 1.948 -1.806
S 1.962 1.466 -2.489
C 2.025 -0.347 -2.276
C 2.108 -0.857 -0.845
C 1.543 -2.058 -0.415
C 1.465 -2.390 1.022
C 0.510 -3.362 1.399
C 0.332 -3.578 2.797
C 0.976 -2.916 3.801
C 1.848 -1.984 3.367
C 2.173 -1.754 2.056
N -0.698 1.167 -1.650
C -1.792 2.061 -1.387
C -3.147 2.124 -1.370
H -3.645 5.357 -0.511
H 2.920 -0.819 -2.748
H 1.092 -0.764 -2.701
H 2.561 -0.160 -0.204
H 0.964 -2.627 -1.088
H -0.021 -4.039 0.713
H -0.361 -4.335 3.145
H 0.947 -3.146 4.839
H 2.479 -1.543 4.083
H 3.010 -1.083 1.875
H -0.707 0.173 -1.664
H -3.721 1.239 -1.587
```

Properties
**HOMO-LUMO gap**: 8.7 eV
**Charge**: 0
**Structure (SMILES)**: Brc1cnc2nc(SC/C=C/c3ccccc3)[nH]c2c1
**Max |F|**: 4.67 eV/Å
**Lowest unoccupied orbital energy**: 0.2 eV

This record from the Open Molecules 2025 dataset describes a molecular structure, C15H12Cl4F6NO2RuSb at a distorted geometry. The level of theory is ωB97M-V/def2-TZVPD.

```
42
Properties=species:S:1:pos:R:3
Ru 0.496 0.374 -0.596
Cl -2.046 1.325 5.572
C -1.362 1.553 4.025
C -1.095 2.910 3.571
Cl -1.465 4.215 4.609
C -0.565 3.141 2.340
Cl -0.243 4.709 1.740
C -0.270 2.028 1.496
O 0.190 2.115 0.320
C -0.531 0.693 1.937
O -0.283 -0.251 1.117
C -1.082 0.479 3.238
Cl -1.372 -1.136 3.725
C 2.129 -1.749 -1.944
N 0.731 -1.516 -1.522
C 0.372 -2.511 -0.482
C -0.209 -1.627 -2.671
C -1.431 -0.802 -2.386
C -2.692 -1.109 -2.869
C -3.761 -0.263 -2.595
C -3.557 0.897 -1.865
C -2.293 1.206 -1.373
C -1.222 0.345 -1.604
H 2.216 -2.725 -2.428
H 2.787 -1.720 -1.080
H 2.438 -0.972 -2.643
H 0.537 -3.525 -0.861
H -0.674 -2.386 -0.213
H 0.991 -2.353 0.398
H -0.443 -2.677 -2.868
H 0.301 -1.224 -3.549
H -2.845 -2.006 -3.460
H -4.750 -0.509 -2.958
H -4.389 1.560 -1.660
H -2.142 2.124 -0.818
F 2.554 0.590 -0.014
Sb 4.015 0.197 1.258
F 3.040 -1.391 1.569
F 4.840 -0.690 -0.181
F 5.368 -0.204 2.476
F 4.778 1.814 0.716
F 2.940 1.070 2.531
```

Properties
**HOMO-LUMO gap (spin up / spin down)**: 5.5 / 5.5 eV
**Charge**: 0
**Max |F|**: 1.27 eV/Å
**Lowest unoccupied orbital energy (spin up / spin down)**: -3.2 / -3.2 eV

This record from the Open Molecules 2025 dataset describes a molecular structure, C15H12ClN4O2Ta. The level of theory is ωB97M-V/def2-TZVPD.

```
35
Properties=species:S:1:pos:R:3
Ta -0.310 -0.147 -0.686
Cl -1.246 3.662 5.466
C -0.927 2.574 4.188
C -0.589 1.244 4.481
C -0.293 0.309 3.491
C -0.340 0.715 2.182
O 0.006 -0.137 1.181
C -0.719 2.052 1.838
C -0.846 2.492 0.535
O -0.666 1.740 -0.522
C -1.002 2.980 2.881
H -0.548 0.942 5.521
H -0.020 -0.705 3.747
H -1.109 3.523 0.312
H -1.288 3.996 2.637
C 0.748 -2.964 -0.909
C 1.679 -2.008 -1.581
C 2.889 -2.109 -2.157
C 3.274 -0.800 -2.632
C 2.308 0.088 -2.325
C 2.194 1.560 -2.547
N 1.272 -0.635 -1.666
H 1.181 -3.962 -0.864
H -0.196 -3.069 -1.453
H 0.545 -2.694 0.141
H 3.464 -3.016 -2.254
H 4.188 -0.565 -3.155
H 2.615 1.827 -3.514
H 2.727 2.133 -1.786
H 1.152 1.898 -2.562
N -6.190 -3.223 -1.808
C -5.136 -2.767 -1.780
N -3.926 -2.247 -1.759
C -2.971 -1.644 -1.452
N -1.922 -1.041 -1.186
```

Properties
**HOMO-LUMO gap**: 5.2 eV
**Charge**: +2
**Max |F|**: 0.52 eV/Å
**Lowest unoccupied orbital energy**: -9.5 eV

This record from the Open Molecules 2025 dataset describes a molecular structure, C15H12F2O4SZr at a distorted geometry. The level of theory is ωB97M-V/def2-TZVPD.

```
35
Properties=species:S:1:pos:R:3
C -2.770 3.706 -0.449
C -3.470 2.479 -0.433
C -2.741 1.270 0.234
C -3.199 0.655 1.358
F -4.300 1.050 1.958
C -2.406 -0.542 1.920
O -2.912 -1.217 2.754
C -0.977 -0.894 1.437
C -0.231 -1.867 2.177
C 1.110 -2.181 1.713
C 1.643 -1.537 0.507
C 3.064 -1.941 0.119
C 4.013 -0.643 0.338
F 3.549 -2.904 0.959
C 0.836 -0.555 -0.278
C 1.418 0.044 -1.539
S 0.625 -0.785 -3.100
O 1.538 -1.726 -3.657
O 0.216 0.306 -3.941
C -0.500 -0.224 0.226
C -1.442 0.774 -0.492
O -1.251 1.160 -1.599
H -2.375 4.074 -1.423
H -2.536 4.366 0.463
H -4.462 2.303 -0.893
H -0.637 -2.357 3.082
H 1.695 -2.932 2.282
H 3.115 -2.292 -0.939
H 3.338 0.245 0.313
H 4.484 -0.674 1.337
H 4.721 -0.537 -0.505
H 2.500 -0.172 -1.643
H 1.258 1.140 -1.548
H -0.547 -1.357 -2.629
Zr -2.366 3.765 1.889
```

Properties
**HOMO-LUMO gap**: 4.2 eV
**Charge**: +4
**Max |F|**: 4.75 eV/Å
**Lowest unoccupied orbital energy**: -18.7 eV

This record from the Open Molecules 2025 dataset describes a single C15H12N2O4 molecule at a distorted geometry. The level of theory is ωB97M-V/def2-TZVPD.

```
33
Properties=species:S:1:pos:R:3
C -3.387 -3.156 -1.052
O -3.735 -1.934 -1.659
C -2.893 -0.877 -1.515
C -3.265 0.307 -2.158
C -2.463 1.417 -2.087
C -1.258 1.418 -1.371
O -0.576 2.594 -1.427
C 0.779 2.672 -1.059
C -0.913 0.248 -0.698
N 0.249 0.128 0.124
C 0.308 0.612 1.428
O -0.561 1.225 1.988
C 1.641 0.198 1.932
C 2.279 0.405 3.140
C 3.551 -0.145 3.267
C 4.100 -0.854 2.204
N 3.488 -1.054 1.044
C 2.286 -0.532 0.929
C 1.376 -0.601 -0.255
O 1.526 -1.132 -1.320
C -1.719 -0.887 -0.782
H -4.176 -3.854 -1.322
H -2.428 -3.530 -1.425
H -3.344 -3.064 0.038
H -4.187 0.323 -2.716
H -2.736 2.330 -2.590
H 0.909 2.671 0.028
H 1.128 3.628 -1.450
H 1.370 1.867 -1.506
H 1.811 0.963 3.937
H 4.111 -0.026 4.181
H 5.087 -1.289 2.280
H -1.392 -1.767 -0.251
```

Properties
**HOMO-LUMO gap**: 7.5 eV
**Charge**: 0
**Structure (SMILES)**: COc1ccc(OC)c(N2C(=O)c3cccnc3C2=O)c1
**Max |F|**: 1.03 eV/Å
**Lowest unoccupied orbital energy**: -0.7 eV

This record from the Open Molecules 2025 dataset describes a molecular structure, C15H12N6PdSeTe4. The level of theory is ωB97M-V/def2-TZVPD.

```
39
Properties=species:S:1:pos:R:3
Pd -0.132 -0.596 -0.003
Se 1.915 -6.466 4.398
N 0.873 -6.340 2.966
C 0.860 -5.077 2.621
C 0.105 -4.560 1.490
C -0.692 -5.368 0.676
C -1.391 -4.788 -0.360
C -1.273 -3.418 -0.568
N -0.508 -2.646 0.191
C 0.173 -3.198 1.215
C 0.971 -2.293 2.031
N 0.977 -0.979 1.682
C 1.686 -0.135 2.426
C 2.418 -0.533 3.537
C 2.425 -1.862 3.894
C 1.687 -2.765 3.127
C 1.637 -4.188 3.431
N 2.280 -4.729 4.434
H -0.749 -6.429 0.879
H -2.027 -5.373 -1.008
H -1.817 -2.926 -1.363
H 1.691 0.905 2.137
H 2.971 0.207 4.096
H 2.982 -2.224 4.748
Te 0.459 1.970 -0.005
Te 0.655 5.417 0.176
Te 0.128 5.174 -2.277
Te -0.007 2.490 -2.541
C -2.393 -1.347 -4.767
N -2.584 -0.340 -3.712
C -3.734 0.573 -3.797
C -1.882 -0.396 -2.629
N -1.231 -0.411 -1.672
H -2.695 -0.901 -5.712
H -3.003 -2.231 -4.581
H -1.344 -1.622 -4.831
H -3.673 1.128 -4.732
H -3.707 1.269 -2.963
H -4.666 0.010 -3.766
```

Properties
**HOMO-LUMO gap (spin up / spin down)**: 5.0 / 5.0 eV
**Charge**: +2
**Max |F|**: 0.47 eV/Å
**Lowest unoccupied orbital energy (spin up / spin down)**: -8.3 / -8.3 eV

This record from the Open Molecules 2025 dataset describes 2 unconnected molecules or ions with the total composition C15H13BrN2O3S at a distorted geometry. The level of theory is ωB97M-V/def2-TZVPD.

```
35
Properties=species:S:1:pos:R:3
O 0.595 0.326 -3.926
C -0.497 -0.128 -3.650
C -1.499 0.694 -2.829
C -1.240 0.656 -1.320
C -2.195 1.252 -0.525
C -2.009 1.290 0.831
Br -3.251 2.128 2.010
C -0.873 0.711 1.364
C 0.071 0.097 0.576
C -0.113 0.060 -0.805
N 1.215 -0.488 1.158
C 1.916 0.360 2.039
C 3.269 0.583 1.948
C 3.926 1.413 2.824
C 3.248 2.041 3.845
C 1.889 1.831 3.948
C 1.245 1.018 3.055
S -0.520 0.735 3.120
H -0.845 -1.127 -4.000
H -1.361 1.733 -3.164
H -2.541 0.444 -3.063
H -3.069 1.706 -0.984
H 0.666 -0.413 -1.396
H 1.821 -0.919 0.473
H 3.875 0.125 1.166
H 4.990 1.611 2.736
H 3.729 2.707 4.555
H 1.279 2.289 4.723
C -1.406 -3.402 -1.792
N -2.673 -3.051 -2.489
O -3.571 -2.584 -1.823
O -2.712 -3.256 -3.685
H -1.511 -3.164 -0.739
H -1.235 -4.466 -1.933
H -0.614 -2.813 -2.246
```

Properties
**HOMO-LUMO gap**: 8.2 eV
**Charge**: 0
**Structure (SMILES)**: O=CCc1cc(Br)c2c(c1)Nc1ccccc1S2.C[N+](=O)[O-]
**Max |F|**: 1.93 eV/Å
**Lowest unoccupied orbital energy**: 0.1 eV

This record from the Open Molecules 2025 dataset describes a molecular structure, C15H13Cl2N3O2 at a distorted geometry. The level of theory is ωB97M-V/def2-TZVPD.

```
35
Properties=species:S:1:pos:R:3
O -4.346 -2.165 -0.685
C -4.140 -1.128 -0.193
C -4.268 -0.868 1.276
H -3.541 -0.400 1.663
C -5.722 -0.402 1.423
C -5.813 1.043 0.928
C -5.635 0.843 -0.460
H -6.396 0.431 -1.184
H -5.554 1.977 -1.196
C -4.195 0.175 -0.922
C -3.093 1.278 -0.545
O -3.184 2.380 -0.556
C -1.751 0.162 -0.524
C -0.457 0.919 -0.342
N 0.283 -0.283 -0.343
N -0.565 -1.387 -0.012
N -1.667 -1.165 -0.201
C 1.647 -0.434 -0.047
C 2.597 0.852 -0.084
C 3.838 0.642 0.178
C 4.391 -0.681 -0.054
C 3.502 -1.700 0.090
C 2.244 -1.539 -0.092
H 1.539 -2.461 -0.052
H 4.065 -2.605 -0.323
Cl 6.226 -0.842 0.125
Cl 4.872 1.808 0.191
H 2.113 1.900 -0.022
H -0.191 1.792 -0.371
H -4.115 -0.023 -1.916
H -4.957 1.874 1.236
H -6.743 1.605 0.928
H -6.545 -0.795 1.229
H -5.898 -0.222 2.630
H -4.457 -2.005 1.783
```

Properties
**HOMO-LUMO gap**: 8.5 eV
**Charge**: 0
**Max |F|**: 17.96 eV/Å
**Lowest unoccupied orbital energy**: -0.6 eV

This record from the Open Molecules 2025 dataset describes 2 unconnected molecules or ions with the total composition C15H13Cl4O5 at a distorted geometry. The level of theory is ωB97M-V/def2-TZVPD.

```
37
Properties=species:S:1:pos:R:3
Cl -3.408 -0.448 1.962
C -1.702 -0.263 1.856
C -0.892 -1.351 1.861
Cl -1.567 -2.932 1.935
C 0.547 -1.218 1.796
O 1.277 -2.197 1.783
C 1.089 0.122 1.758
Cl 2.796 0.309 1.639
C 0.277 1.210 1.770
Cl 0.936 2.799 1.809
C -1.161 1.074 1.769
O -1.890 2.051 1.690
C 6.114 3.154 2.076
C 4.871 3.157 2.937
O 4.732 1.966 3.670
C 3.485 1.904 4.238
C 3.253 0.743 5.069
C 2.042 0.551 5.789
O 1.090 1.319 5.718
C 1.872 -0.651 6.698
C 3.169 -1.415 7.006
C 4.010 -1.592 5.739
C 4.392 -0.226 5.159
O 2.642 2.770 4.042
H 6.248 4.090 1.534
H 7.001 2.984 2.684
H 6.069 2.346 1.348
H 4.877 3.978 3.668
H 3.960 3.275 2.335
H 1.391 -0.301 7.619
H 1.150 -1.326 6.227
H 3.753 -0.861 7.750
H 2.949 -2.387 7.466
H 4.908 -2.193 5.934
H 3.430 -2.149 4.995
H 4.836 -0.334 4.161
H 5.175 0.233 5.772
```

Properties
**HOMO-LUMO gap**: 3.3 eV
**Charge**: -1
**Max |F|**: 3.14 eV/Å
**Lowest unoccupied orbital energy**: 0.2 eV

This record from the Open Molecules 2025 dataset describes a molecular structure, C15H13F5N7OsSSe. The level of theory is ωB97M-V/def2-TZVPD.

```
43
Properties=species:S:1:pos:R:3
Os -0.033 -0.361 0.165
C -1.577 3.766 0.020
C -1.317 2.304 0.048
N -0.165 1.719 0.089
N 1.012 2.437 0.089
C 2.137 1.778 -0.198
N 3.296 2.381 -0.256
S 2.033 0.060 -0.572
C -2.427 1.343 0.049
C -3.747 1.741 0.033
C -4.753 0.778 0.089
C -4.395 -0.553 0.177
C -3.053 -0.897 0.169
N -2.072 0.016 0.089
H -0.688 4.390 0.025
H -2.177 4.039 0.892
H -2.150 4.023 -0.874
H 0.980 3.444 0.203
H 3.415 3.374 -0.091
H 4.134 1.863 -0.492
H -4.006 2.789 -0.011
H -5.794 1.075 0.081
H -5.136 -1.336 0.261
H -2.754 -1.929 0.264
F -0.621 1.067 2.575
C 0.124 -0.006 2.219
F 1.395 0.250 2.548
C -0.414 -1.193 3.096
F -1.473 -1.735 2.445
F 0.499 -2.132 3.256
F -0.813 -0.755 4.263
Se 3.242 -3.864 1.711
N 2.277 -5.132 0.988
C 1.241 -4.549 0.391
C 0.255 -5.234 -0.348
C -0.719 -4.475 -0.957
C -0.726 -3.090 -0.789
N 0.157 -2.394 -0.051
C 1.197 -3.125 0.507
N 2.182 -2.546 1.156
H 0.294 -6.312 -0.442
H -1.486 -4.926 -1.570
H -1.478 -2.507 -1.305
```

Properties
**HOMO-LUMO gap (spin up / spin down)**: 5.7 / 5.6 eV
**Charge**: +3
**Max |F|**: 0.86 eV/Å
**Lowest unoccupied orbital energy (spin up / spin down)**: -12.6 / -12.7 eV

This record from the Open Molecules 2025 dataset describes a single C15H13N3O4S molecule at a distorted geometry. The level of theory is ωB97M-V/def2-TZVPD.

```
36
Properties=species:S:1:pos:R:3
C 2.835 0.711 3.231
C 1.432 0.765 2.709
C 0.908 1.939 2.182
C -0.390 1.998 1.710
C -1.194 0.864 1.755
N -2.491 0.918 1.230
S -2.735 1.720 -0.210
O -3.884 1.122 -0.813
O -2.715 3.135 -0.021
C -1.252 1.294 -1.122
C -0.413 2.007 -1.927
C 0.660 1.142 -2.226
C 0.400 -0.039 -1.568
C 1.163 -1.262 -1.447
C 2.391 -1.454 -2.162
C 3.079 -2.603 -1.996
C 2.588 -3.641 -1.103
O 3.111 -4.707 -0.863
N 1.385 -3.296 -0.498
N 0.700 -2.182 -0.646
O -0.772 0.061 -0.904
C -0.685 -0.315 2.286
C 0.612 -0.356 2.762
H 3.455 1.468 2.757
H 3.277 -0.268 3.058
H 2.841 0.895 4.306
H 1.526 2.824 2.137
H -0.793 2.911 1.303
H -2.991 0.042 1.244
H -0.554 3.016 -2.253
H 1.508 1.373 -2.837
H 2.744 -0.679 -2.823
H 4.006 -2.803 -2.510
H 0.971 -3.973 0.137
H -1.305 -1.198 2.318
H 0.998 -1.278 3.171
```

Properties
**HOMO-LUMO gap**: 8.3 eV
**Charge**: 0
**Structure (SMILES)**: Cc1ccc(NS(=O)(=O)c2ccc(-c3ccc(=O)[nH]n3)o2)cc1
**Max |F|**: 1.04 eV/Å
**Lowest unoccupied orbital energy**: -0.4 eV

This record from the Open Molecules 2025 dataset describes a single C15H13N3O4S molecule at a distorted geometry. The level of theory is ωB97M-V/def2-TZVPD.

```
36
Properties=species:S:1:pos:R:3
O 0.385 2.430 0.256
C 1.027 1.469 0.642
C 2.528 1.560 0.911
O 3.069 0.312 1.266
C 3.916 -0.342 0.393
C 4.845 0.300 -0.414
C 5.680 -0.451 -1.225
C 5.604 -1.832 -1.230
C 4.688 -2.470 -0.410
C 3.844 -1.732 0.397
N 0.514 0.238 0.877
C -0.793 -0.221 0.723
S -1.054 -1.805 1.070
N -1.669 0.711 0.304
C -3.028 0.645 0.040
C -3.638 1.834 -0.377
C -4.988 1.879 -0.666
C -5.765 0.739 -0.548
C -5.155 -0.437 -0.136
N -5.955 -1.635 -0.010
O -5.402 -2.652 0.340
O -7.137 -1.545 -0.267
C -3.801 -0.506 0.160
H 2.677 2.259 1.743
H 2.994 1.991 0.020
H 4.941 1.375 -0.407
H 6.401 0.054 -1.851
H 6.258 -2.408 -1.865
H 4.624 -3.547 -0.402
H 3.129 -2.219 1.042
H 1.176 -0.459 1.213
H -1.244 1.634 0.155
H -3.037 2.727 -0.472
H -5.438 2.806 -0.985
H -6.821 0.745 -0.766
H -3.378 -1.446 0.476
```

Properties
**HOMO-LUMO gap**: 8.4 eV
**Charge**: 0
**Structure (SMILES)**: O=C(COc1ccccc1)NC(=S)Nc1cccc([N+](=O)[O-])c1
**Max |F|**: 1.45 eV/Å
**Lowest unoccupied orbital energy**: -0.5 eV

This record from the Open Molecules 2025 dataset describes a molecular structure, C15H14AsF6IrN3S at a distorted geometry. The level of theory is ωB97M-V/def2-TZVPD.

```
41
Properties=species:S:1:pos:R:3
Ir -0.757 -0.799 -0.710
C -2.326 -1.431 1.958
C -0.856 -1.409 2.218
C -0.362 -1.555 3.528
C 0.986 -1.591 3.760
C 1.875 -1.537 2.668
C 3.288 -1.624 2.797
C 4.111 -1.603 1.681
C 3.557 -1.539 0.413
C 2.158 -1.445 0.263
S 1.437 -1.450 -1.239
C 1.326 -1.407 1.393
N -0.005 -1.291 1.183
H -2.897 -1.145 2.837
H -2.618 -2.454 1.698
H -2.614 -0.795 1.119
H -1.064 -1.637 4.345
H 1.381 -1.669 4.765
H 3.714 -1.718 3.788
H 5.185 -1.649 1.793
H 4.182 -1.560 -0.471
N 0.173 5.036 -2.109
C 0.039 3.756 -1.766
C 0.426 2.711 -2.637
C 0.300 1.416 -2.239
N -0.175 1.084 -1.017
C -0.584 2.063 -0.182
C -0.498 3.381 -0.511
H 0.552 5.302 -3.002
H -0.119 5.776 -1.493
H 0.823 2.937 -3.617
H 0.582 0.612 -2.903
H -0.980 1.759 0.778
H -0.836 4.134 0.187
F -1.041 -1.285 -2.872
As -2.907 -1.275 -2.883
F -2.603 -2.094 -1.258
F -2.573 0.205 -1.839
F -4.540 -1.159 -2.542
F -2.849 -0.285 -4.236
F -2.893 -2.764 -3.646
```

Properties
**HOMO-LUMO gap (spin up / spin down)**: 6.9 / 5.3 eV
**Charge**: +2
**2S+1**: 2
**Max |F|**: 3.64 eV/Å
**Lowest unoccupied orbital energy (spin up / spin down)**: -8.3 / -9.9 eV